{
  "formula": "CH3NO3P",
  "method": "the ωB97M-V functional and the def2-TZVPD basis",
  "species": ["P", "O", "O", "O", "N", "C", "H", "H", "H"],
  "xyz": [[1.035, -0.172, 0.142], [1.558, -1.470, -0.300], [-3.130, 0.209, 0.225], [0.886, 0.863, -1.111], [1.592, 0.546, 1.422], [-2.210, -0.416, -0.176], [0.179, 1.587, -0.966], [2.242, -0.127, 1.808], [-2.152, -1.019, -1.045]],
  "homo_lumo_gap_ev": [5.11, 7.61],
  "e_tot_ha": -661.70028,
  "de_lowest_kcal_mol": 24.8,
  "spin_multiplicity": 3,
  "total_charge": -1
}



{
  "formula": "C4H8O2",
  "method": "the ωB97M-V functional and the def2-TZVPD basis",
  "species": ["O", "O", "C", "C", "C", "C", "H", "H", "H", "H", "H", "H", "H", "H"],
  "xyz": [[-1.947, -0.821, 0.114], [-0.206, -0.615, 1.967], [-0.902, 0.067, -0.174], [0.136, -0.043, 0.946], [-0.380, -0.212, -1.578], [1.536, 0.511, 0.878], [1.583, 1.518, 1.307], [2.090, -0.140, 1.559], [0.326, 0.555, -1.913], [-1.822, -1.058, 1.052], [0.099, -1.194, -1.636], [1.988, 0.536, -0.118], [-1.234, -0.216, -2.261], [-1.266, 1.112, -0.143]],
  "homo_lumo_gap_ev": 10.92,
  "e_tot_ha": -307.68417,
  "smiles": "CC(=O)[C@@H](C)O",
  "de_lowest_kcal_mol": 17.7,
  "total_charge": 0
}



{
  "formula": "C4H7N3",
  "method": "the ωB97M-V functional and the def2-TZVPD basis",
  "species": ["N", "N", "N", "C", "C", "C", "C", "H", "H", "H", "H", "H", "H", "H"],
  "xyz": [[0.727, 0.719, 0.648], [-0.201, -0.742, -0.474], [-0.123, -0.313, 0.761], [1.250, 0.978, -0.601], [-0.966, -1.922, -0.857], [0.577, 0.004, -1.317], [0.546, 1.864, 1.524], [-0.293, -2.772, -0.995], [0.095, 1.616, 2.485], [-1.707, -2.148, -0.091], [-0.105, 2.534, 0.950], [1.509, 2.369, 1.606], [-1.469, -1.711, -1.806], [0.500, -0.088, -2.389]],
  "homo_lumo_gap_ev": 9.10,
  "e_tot_ha": -320.76825,
  "de_lowest_kcal_mol": 72.2,
  "total_charge": 0
}



{
  "formula": "C49H47N4O",
  "method": "the ωB97M-V functional and the def2-TZVPD basis",
  "species": ["O", "N", "N", "N", "N", "C", "C", "C", "C", "C", "C", "C", "C", "C", "C", "C", "C", "C", "C", "C", "C", "C", "C", "C", "C", "C", "C", "C", "C", "C", "C", "C", "C", "C", "C", "C", "C", "C", "C", "C", "C", "C", "C", "C", "C", "C", "C", "C", "C", "C", "C", "C", "C", "C", "H", "H", "H", "H", "H", "H", "H", "H", "H", "H", "H", "H", "H", "H", "H", "H", "H", "H", "H", "H", "H", "H", "H", "H", "H", "H", "H", "H", "H", "H", "H", "H", "H", "H", "H", "H", "H", "H", "H", "H", "H", "H", "H", "H", "H", "H", "H"],
  "xyz": [[-1.283, -1.032, -0.295], [-2.098, -2.410, -2.004], [2.745, -0.454, 0.898], [1.390, 1.271, 0.595], [1.437, -0.884, 1.027], [-1.715, 2.260, -1.519], [-4.297, -3.376, -1.094], [0.803, -3.212, -4.267], [-2.033, -1.024, -1.426], [5.910, 3.102, -0.967], [-3.713, -5.543, -2.836], [-1.598, -4.204, -3.344], [1.807, -2.091, 3.134], [5.164, 3.660, 0.080], [2.728, -1.049, 3.673], [0.296, -3.330, -0.108], [0.347, -4.472, -4.698], [-5.190, -4.451, -1.246], [-2.691, 3.429, 0.375], [-1.170, -2.916, -2.933], [0.263, -4.240, 2.193], [0.576, -3.182, 1.339], [2.696, 0.818, 0.595], [1.189, 2.418, 3.263], [1.513, -3.187, 3.950], [1.075, 2.661, 0.738], [0.048, -2.416, -3.386], [-0.769, 0.149, 0.301], [0.703, 4.825, -0.252], [-0.870, -4.976, -4.239], [-3.422, -0.462, -1.278], [-3.139, -3.351, -1.865], [0.909, 3.209, 2.019], [-2.930, 4.529, -0.438], [4.702, 1.023, -0.753], [0.720, -4.252, 3.513], [0.570, 0.146, 0.726], [4.153, 2.918, 0.690], [-1.998, 3.351, -2.336], [-2.846, -4.468, -2.696], [-2.043, 2.270, -0.140], [1.243, -2.045, 1.843], [-0.085, 6.783, 1.108], [0.395, -5.415, 4.406], [3.859, 1.623, 0.205], [-1.947, 1.283, 2.167], [1.067, 3.479, -0.396], [0.389, 5.362, 0.997], [-1.642, 1.192, 0.722], [-2.605, 4.487, -1.799], [5.690, 1.779, -1.375], [-4.906, -5.525, -2.110], [1.453, 2.942, -1.742], [0.518, 4.551, 2.126], [0.913, 3.480, -2.533], [0.349, 4.967, 3.123], [2.211, -0.128, 3.975], [6.679, 3.697, -1.456], [-2.819, 5.346, -2.440], [-0.623, -3.907, -0.247], [-0.327, -5.080, 1.820], [-4.505, -2.572, -0.397], [0.948, -5.065, -5.389], [2.210, 2.005, 3.266], [-3.366, 5.428, 0.004], [0.383, -1.435, -3.055], [-1.279, -5.944, -4.540], [5.363, 4.677, 0.426], [-3.031, 1.354, 2.349], [0.649, -5.192, 5.445], [1.114, 3.095, 4.126], [1.761, -2.847, -4.636], [-5.613, -6.349, -2.209], [1.106, -3.834, -0.655], [-1.567, 0.380, 2.663], [3.526, -0.799, 2.965], [1.218, 1.873, -1.830], [-1.726, 3.298, -3.392], [0.164, -2.344, -0.536], [-3.845, -0.703, -0.303], [-0.128, 7.099, 2.156], [3.585, 3.322, 1.533], [6.283, 1.329, -2.174], [-2.956, 3.462, 1.436], [-1.235, 1.365, -1.924], [-4.052, -0.852, -2.075], [2.534, 3.069, -1.913], [-3.435, -6.348, -3.519], [0.946, -6.315, 4.103], [0.581, 7.465, 0.563], [-0.673, -5.656, 4.349], [0.672, 5.459, -1.142], [-1.090, 6.895, 0.677], [-6.128, -4.454, -0.692], [4.514, -0.019, -1.021], [3.202, -1.464, 4.572], [0.476, 1.595, 3.427], [1.936, -3.221, 4.957], [-1.498, -0.465, -2.203], [-1.443, 2.160, 2.605], [-3.352, 0.616, -1.400]],
  "homo_lumo_gap_ev": 4.99,
  "e_tot_ha": -2189.37954,
  "de_lowest_kcal_mol": 37.1,
  "total_charge": 1
}



{
  "formula": "C20H62O13",
  "method": "the ωB97M-V functional and the def2-TZVPD basis",
  "species": ["O", "O", "O", "O", "O", "O", "O", "O", "O", "O", "O", "O", "O", "C", "C", "C", "C", "C", "C", "C", "C", "C", "C", "C", "C", "C", "C", "C", "C", "C", "C", "C", "C", "H", "H", "H", "H", "H", "H", "H", "H", "H", "H", "H", "H", "H", "H", "H", "H", "H", "H", "H", "H", "H", "H", "H", "H", "H", "H", "H", "H", "H", "H", "H", "H", "H", "H", "H", "H", "H", "H", "H", "H", "H", "H", "H", "H", "H", "H", "H", "H", "H", "H", "H", "H", "H", "H", "H", "H", "H", "H", "H", "H", "H", "H"],
  "xyz": [[-24.855, 1.672, -0.694], [-16.240, -0.770, 2.694], [-17.764, -5.004, 10.432], [-25.846, -6.365, 8.512], [-20.742, 0.186, 7.869], [-25.430, 8.295, 4.234], [-16.245, 3.513, 10.539], [-19.416, 2.858, 0.233], [-16.650, 5.732, 12.555], [-21.736, 2.698, 7.234], [-19.278, -6.801, 4.360], [-19.452, -1.354, 15.520], [-28.800, -0.391, 8.646], [-21.696, -0.615, 14.875], [-17.980, -6.300, 4.617], [-27.421, 8.011, 2.741], [-18.879, 4.150, -0.059], [-25.635, 0.562, -0.396], [-18.749, 4.867, 1.303], [-27.148, -0.564, 10.320], [-16.894, 3.445, 11.824], [-26.200, 7.374, 3.511], [-24.767, -5.893, 9.322], [-18.051, -7.157, 11.734], [-14.601, -0.563, 4.503], [-17.609, 4.776, 12.259], [-17.384, -5.767, 11.590], [-26.544, 0.820, 0.810], [-20.939, 0.552, 6.484], [-21.953, 1.668, 6.221], [-14.863, -0.603, 2.960], [-28.068, -1.309, 9.375], [-20.370, -0.307, 15.685], [-25.213, -5.489, 10.231], [-16.098, 3.280, 12.550], [-18.699, 2.369, 0.644], [-18.002, -7.744, 10.817], [-20.003, 0.840, 6.005], [-26.917, 8.730, 2.095], [-16.015, 4.401, 10.257], [-24.605, 7.836, 4.408], [-26.509, -1.244, 10.885], [-22.081, -1.603, 15.127], [-18.397, 5.882, 1.122], [-26.643, 6.748, 4.285], [-13.945, 0.255, 4.801], [-17.703, -6.842, 5.521], [-29.171, -0.891, 7.916], [-18.145, 5.135, 11.381], [-19.248, -1.425, 14.585], [-14.334, -1.453, 2.529], [-22.997, 1.358, 6.267], [-18.127, 4.271, 1.971], [-27.372, 0.110, 0.802], [-21.626, -0.735, 13.794], [-24.916, -0.249, -0.281], [-19.396, -7.666, 4.758], [-16.540, -1.682, 2.725], [-16.347, -6.096, 11.671], [-25.920, 0.646, 1.686], [-25.698, -6.030, 7.624], [-24.327, -4.992, 8.893], [-27.560, -1.992, 8.694], [-15.532, -0.259, 4.981], [-21.953, 2.024, 5.191], [-18.068, -5.233, 4.821], [-20.419, -0.718, 7.842], [-14.378, -1.574, 4.846], [-19.135, -7.162, 11.844], [-22.461, 0.066, 15.249], [-17.981, 4.127, -0.678], [-17.358, -4.150, 10.596], [-27.895, 7.336, 2.029], [-19.772, 4.937, 1.673], [-16.412, 5.518, 13.460], [-20.675, -0.456, 16.721], [-24.028, -6.682, 9.460], [-17.668, -7.689, 12.605], [-14.577, 0.394, 2.625], [-26.524, 0.135, 9.764], [-24.006, 1.489, -0.283], [-21.305, -0.346, 5.986], [-17.268, -6.641, 3.866], [-20.145, 0.733, 15.450], [-28.157, 8.546, 3.341], [-26.966, 1.825, 0.809], [-26.201, 0.345, -1.302], [-28.785, -1.933, 9.908], [-18.370, 4.659, 13.031], [-25.594, 6.736, 2.867], [-17.614, 2.630, 11.739], [-27.654, -0.094, 11.163], [-19.629, 4.660, -0.663], [-17.757, -5.237, 12.467], [-21.229, 2.355, 7.973]],
  "homo_lumo_gap_ev": 9.77,
  "e_tot_ha": -1777.02907,
  "smiles": "OCCO.OCCO.CCO.CCO.CCO.CCO.CCO.CCO.CCO.CO.CO",
  "de_lowest_kcal_mol": 58.9,
  "total_charge": 0
}